(1)
# C21H42BCl4F3N3O8P2S

2 unconnected molecules or ions with the total composition C21H42BCl4F3N3O8P2S at a distorted geometry (wB97M-V/def2-TZVPD, the Open Molecules 2025 dataset).

```
85
Properties=species:S:1:pos:R:3:forces:R:3:lowdin_charge:R:1
C 2.605881 2.328946 -1.009882 0.1 0.2 -0.1 -0.08
C 3.494595 1.375652 -1.821255 0.0 0.1 0.0 -0.19
C 2.967975 0.024753 -2.372253 0.3 -0.2 -0.1 -0.12
C 1.723816 -0.777857 -1.895142 -0.2 0.3 0.3 -0.26
C 2.065979 -2.240949 -2.310161 0.0 0.0 -0.2 -0.11
C 0.997126 -3.343370 -2.273933 0.2 -0.2 0.2 -0.14
C 1.453708 -4.645852 -1.618982 0.0 0.0 0.1 -0.17
F 0.727170 -4.863191 -0.443388 0.0 0.1 0.1 -0.07
C 1.499901 -0.828805 -0.374446 0.1 -0.8 0.1 -0.12
C 2.685685 -0.578274 0.541647 0.1 0.4 0.0 -0.02
C 2.700760 -1.384841 1.842380 -0.3 -0.4 -1.1 -0.46
O 3.103398 -0.889340 2.843381 0.1 0.6 1.1 0.16
N 2.250489 -2.729012 1.724211 0.0 -0.1 0.0 -0.18
C 3.420762 -3.621954 1.651173 -0.1 0.0 -0.1 -0.05
C 1.303337 -3.123201 2.782207 0.1 0.0 0.1 -0.04
N 0.199910 -0.114379 0.019556 0.0 0.0 -0.2 -0.01
F -0.513220 -1.126486 0.686141 -0.2 0.0 0.0 0.03
C 0.348270 0.919050 1.108503 0.1 0.1 0.4 -0.07
C -0.900825 1.507240 1.761211 0.0 0.0 0.2 -0.16
C -1.422666 0.703816 2.955169 -0.1 0.0 0.0 -0.19
C -2.627594 1.371761 3.620618 -0.1 0.1 -0.1 -0.20
C -3.882876 1.499444 2.752607 -0.2 -0.1 0.1 -0.29
N -4.775499 0.358219 2.982851 0.1 -0.1 -0.3 0.00
C -0.594165 0.212430 -1.324466 -0.1 -0.3 0.1 -0.21
C -1.056446 1.695949 -1.319450 -0.1 -0.2 -0.1 -0.18
P -1.131052 2.882659 -2.727244 0.0 -0.1 0.2 0.43
O 0.043633 3.736510 -2.829507 0.0 0.2 0.0 -0.23
O -2.427281 3.718066 -2.307797 0.1 0.1 0.2 -0.11
O -1.563531 2.085698 -4.033928 -0.1 0.1 0.0 -0.14
P -2.247031 -0.734275 -1.331647 -0.1 0.2 -0.2 0.28
O -2.857560 -0.369959 0.107154 0.0 0.0 -0.2 -0.20
O -1.817365 -2.254025 -1.252843 -0.3 0.1 0.2 -0.17
S -3.426114 -0.209226 -2.758275 0.3 -0.1 0.2 0.47
C 0.401524 -0.160414 -2.490986 0.2 0.5 -0.3 -0.15
F 0.797550 1.103641 -2.968981 0.1 0.0 0.1 -0.03
B -0.185165 -0.843757 -3.869921 0.2 -0.1 0.1 -0.66
O -0.831900 -2.037262 -3.837964 -0.5 0.3 -0.2 0.13
O 0.131608 -0.185508 -5.016291 -0.3 0.2 0.2 0.20
H 2.609394 3.329368 -1.439013 0.0 0.0 0.0 0.09
H 2.962762 2.434426 0.019285 -0.1 -0.1 -0.1 0.08
H 1.565010 2.030464 -1.006349 0.0 0.0 -0.1 0.02
H 3.858283 1.926941 -2.688783 0.0 -0.1 0.0 0.11
H 4.391714 1.166645 -1.234077 -0.1 0.0 0.0 0.10
H 3.794303 -0.679792 -2.238558 0.0 0.0 -0.1 0.11
H 2.862017 0.106378 -3.455920 -0.1 0.0 0.1 0.13
H 2.529515 -2.200497 -3.299305 -0.1 0.0 0.0 0.14
H 2.878717 -2.534739 -1.635929 0.0 0.0 0.0 0.12
H 0.111888 -3.029544 -1.719909 0.1 -0.1 -0.1 0.09
H 0.664586 -3.557846 -3.287050 0.1 0.0 0.2 0.11
H 1.269388 -5.511641 -2.253907 0.1 0.0 0.0 0.12
H 2.506328 -4.621255 -1.329473 0.0 0.0 -0.1 0.11
H 1.215262 -1.866036 -0.168245 -0.1 0.1 0.1 0.14
H 3.595136 -0.835322 -0.012538 -0.1 -0.1 0.0 0.14
H 2.808086 0.467468 0.816998 0.1 -0.1 -0.1 0.11
H 3.888428 -3.753047 2.632617 0.1 0.1 0.0 0.10
H 4.162977 -3.211289 0.962242 0.0 -0.1 0.0 0.09
H 3.097477 -4.593387 1.282538 0.0 0.0 0.0 0.08
H 1.348666 -2.435509 3.629204 0.0 0.0 0.0 0.09
H 0.287071 -3.155933 2.388308 0.0 0.0 0.0 0.08
H 1.556850 -4.115172 3.153262 0.0 0.0 0.0 0.09
H 0.878177 0.378497 1.893582 0.1 0.0 -0.1 0.13
H 1.035967 1.672832 0.732075 -0.2 -0.1 -0.1 0.11
H -1.706451 1.715438 1.070746 0.0 -0.1 -0.1 0.07
H -0.574182 2.483854 2.137503 0.0 0.0 0.0 0.14
H -0.618449 0.638375 3.695424 0.0 -0.1 0.0 0.12
H -1.669130 -0.319428 2.659365 0.0 0.1 0.0 0.10
H -2.915291 0.795204 4.502901 0.0 0.1 0.0 0.12
H -2.339166 2.364039 3.974394 0.1 0.0 0.0 0.05
H -4.425329 2.402676 3.037471 0.0 0.0 0.0 0.09
H -3.624058 1.628787 1.690705 0.1 0.0 0.0 0.08
H -4.296661 -0.516921 2.794430 0.0 0.0 0.0 0.06
H -5.583214 0.386837 2.370665 0.0 0.0 0.1 0.07
H -0.446446 2.299068 -0.647306 0.1 -0.1 -0.1 0.09
H -2.053251 1.703888 -0.883526 0.0 0.1 0.0 0.05
H -3.212853 3.194306 -2.107156 0.0 0.0 -0.2 0.08
H -1.549890 2.696213 -4.789320 0.1 -0.2 0.0 0.12
H -3.770971 -0.062485 -0.011354 0.1 0.0 0.1 0.08
H -2.475144 -2.830186 -1.673320 0.2 0.0 -0.1 0.11
H -1.194069 -2.300258 -4.693822 0.1 0.0 0.0 0.14
H -0.575321 -0.165752 -5.671201 0.3 -0.2 -0.2 0.13
C -3.129904 5.604441 5.190879 0.0 0.0 0.0 -2.05
Cl -2.555764 6.203277 6.740864 0.0 0.0 0.0 0.55
Cl -1.733311 5.156252 4.185573 0.0 0.0 0.0 0.51
Cl -4.151133 4.182720 5.444513 0.0 0.0 0.0 0.55
Cl -4.054854 6.854528 4.365325 0.0 0.0 0.0 0.54
```
Forces are in eV/Å.

## Properties
Largest force on an atom, eV/A: 1.264
Orbital gap, Eh: 0.3411
Multiplicity: 1
Total charge: +1

(2)
# C3HFNO2

A gas-phase ion, C3HFNO2 (charge -1) at a distorted geometry (wB97M-V/def2-TZVPD, the Open Molecules 2025 dataset).

```
8
Properties=species:S:1:pos:R:3:forces:R:3:nbo_charge:R:1
N 0.642764 -2.517080 -0.025599 -0.1 -1.0 0.2 -0.39
C 0.330387 -1.455115 -0.308535 0.2 3.5 -1.1 0.27
C 0.171343 0.063356 -0.569000 0.2 0.2 1.5 -0.03
F -0.452837 0.408002 -1.778794 0.1 -0.9 0.9 -0.36
C -0.456038 0.790720 0.802979 -4.5 -1.7 -2.9 0.77
O -1.705930 0.802020 0.844026 0.6 -0.1 -0.1 -0.76
O 0.377125 1.237920 1.511347 3.2 1.3 2.3 -0.72
H 1.093188 0.670177 -0.476425 0.2 -1.3 -0.8 0.21
```
Forces are in eV/Å.

## Properties
Largest force on an atom, eV/A: 5.656
Orbital gap, Eh: 0.3247
Multiplicity: 1
Total charge: -1

(3)
# C29H75N24O16

12 unconnected molecules or ions with the total composition C29H75N24O16 at a distorted geometry (wB97M-V/def2-TZVPD, the Open Molecules 2025 dataset).

```
144
Properties=species:S:1:pos:R:3:forces:R:3:lowdin_charge:R:1
C -4.941957 1.677990 -1.075598 0.6 0.5 0.3 0.01
C -3.783531 1.392680 -2.003712 -0.6 0.6 -0.6 -0.50
O -3.932987 1.687075 -3.178760 0.1 -0.9 0.4 0.07
N -2.620825 0.762631 -1.501968 -0.1 0.3 -0.9 -0.02
C -1.911350 0.118721 -2.608625 -0.3 -0.1 -0.4 -0.07
C -1.762368 1.683443 -0.660117 -0.4 -0.9 1.5 -0.33
C -2.041296 1.392178 0.855505 -0.4 -0.3 -0.2 -0.07
C -2.921770 0.169793 1.180274 0.3 0.0 0.8 -0.09
C -2.245091 -1.150994 1.012235 0.4 -0.6 -0.9 -0.45
O -2.221296 -1.839078 0.016246 -0.6 0.3 0.1 0.08
O -1.595013 -1.658381 2.121800 -0.8 0.4 0.5 0.06
N -0.370117 1.375083 -0.945879 -0.2 0.7 -0.2 0.01
C 0.567593 2.352957 -0.431955 1.2 -0.6 0.1 -0.21
C 1.973551 1.889370 -0.820582 -0.3 0.7 -0.5 -0.17
C 3.086769 2.772116 -0.243995 0.1 -0.7 -0.4 -0.34
C 4.407600 1.972871 -0.210264 -0.8 -0.2 0.3 -0.07
C 3.118718 4.098787 -1.031715 0.1 0.3 1.1 -0.16
C 4.478015 4.614717 -1.465538 0.6 0.2 -0.3 -0.20
C 4.319957 6.016546 -1.977418 0.3 -0.1 0.2 -0.09
C 4.709221 6.352058 -3.202252 0.4 0.6 -0.5 -0.35
C 5.914523 5.746078 -3.872205 -0.6 -0.5 -0.3 -0.06
C 3.967134 7.365094 -4.026246 0.4 0.2 0.7 -0.07
C -2.115334 3.166314 -1.020920 0.0 0.8 0.1 -0.68
O -2.882346 3.808920 -0.264329 0.1 -0.6 0.1 -0.04
O -1.605517 3.549497 -2.077295 0.4 0.2 -0.8 -0.01
H -4.639142 1.805078 -0.043112 -0.1 0.0 0.1 0.06
H -5.708188 0.913858 -1.168822 0.0 -0.3 0.0 0.08
H -5.350235 2.621760 -1.410253 -0.2 0.2 0.0 0.08
H -2.648676 -0.372554 -3.239925 -0.2 -0.1 0.0 0.07
H -1.253088 -0.666203 -2.262685 0.3 0.0 0.3 0.07
H -1.394474 0.816600 -3.254619 0.3 0.2 0.0 0.09
H -1.104666 1.230328 1.385483 0.3 0.1 -0.1 0.11
H -2.495069 2.254500 1.329535 -0.2 0.2 -0.1 0.11
H -3.171273 0.246247 2.237225 0.0 0.0 0.2 0.12
H -3.858855 0.131642 0.646609 0.0 0.0 -0.4 0.10
H -1.905568 -2.575016 2.131676 0.4 -0.3 -0.1 0.09
H -0.127515 0.489773 -0.517707 -0.1 -0.2 0.0 0.11
H 0.562117 2.450094 0.663796 -0.3 0.2 0.1 0.12
H 0.434263 3.327279 -0.884052 -0.5 0.1 0.0 0.11
H 2.111584 0.825007 -0.632048 0.0 -0.1 0.3 0.10
H 2.008791 2.023897 -1.903164 0.1 -0.4 -0.2 0.12
H 2.825043 3.002333 0.788795 0.0 0.0 0.2 0.12
H 4.993817 2.024475 -1.120055 0.3 0.3 0.0 0.06
H 4.973426 2.229233 0.678960 0.5 0.2 -0.2 0.07
H 4.139127 0.925475 -0.083306 0.1 -0.2 0.1 0.06
H 2.682761 4.854933 -0.379133 -0.3 0.2 -0.1 0.11
H 2.481207 4.033046 -1.907739 -0.1 0.0 -0.2 0.10
H 5.272975 4.507430 -0.729584 -0.1 -0.1 0.4 0.10
H 4.778601 4.027110 -2.327642 0.3 -0.2 0.0 0.11
H 3.884632 6.781356 -1.342390 -1.1 -0.3 -0.1 0.11
H 6.340263 6.488478 -4.544576 0.0 0.1 -0.2 0.07
H 6.669879 5.472059 -3.142608 -0.1 -0.2 -0.2 0.04
H 5.627422 4.886297 -4.481514 0.2 -0.2 -0.1 0.08
H 4.583683 8.211730 -4.324241 0.0 0.2 -0.1 0.07
H 3.084990 7.686924 -3.481779 -0.1 0.3 -0.1 0.07
H 3.640168 6.842980 -4.921999 -0.1 0.0 -0.2 0.08
C -0.402902 -5.471301 -0.791889 -0.3 0.6 0.2 -0.68
O 0.086678 -6.518698 -0.381243 0.2 -0.3 0.1 -0.01
N -0.991917 -4.561172 0.027315 0.2 -0.1 -0.3 0.17
N -0.391368 -5.134207 -2.118687 0.1 -0.2 -0.1 0.15
H -1.398081 -3.689629 -0.286915 0.1 -0.2 0.0 0.06
H -1.018462 -4.781216 1.010644 -0.1 -0.1 0.1 0.04
H 0.034021 -5.781844 -2.753199 0.0 0.0 0.0 0.10
H -0.785053 -4.284669 -2.477071 0.0 0.0 0.1 0.09
C -5.956821 -2.742969 -2.714309 0.1 0.1 0.1 -0.69
O -6.853141 -3.279331 -3.345771 0.0 0.0 0.0 0.01
N -5.476410 -3.256763 -1.537570 0.0 0.0 0.1 0.15
N -5.350119 -1.591410 -3.118039 0.0 0.0 0.0 0.17
H -4.737540 -2.831349 -1.008019 0.1 0.0 -0.1 0.08
H -5.892177 -4.104743 -1.204421 0.0 0.0 0.0 0.10
H -5.664317 -1.176057 -3.974458 0.0 0.1 0.0 0.11
H -4.615255 -1.142720 -2.601048 0.0 0.0 0.0 0.07
C 8.557720 4.865281 -0.754192 0.1 -0.1 0.1 -0.66
O 7.690716 4.641937 -1.574868 0.2 0.0 0.2 0.04
N 9.222843 3.860099 -0.105233 0.0 0.0 0.0 0.15
N 8.937435 6.137484 -0.411623 0.0 0.1 0.0 0.15
H 9.939861 4.015812 0.575824 0.0 0.0 0.0 0.09
H 8.962726 2.918766 -0.337847 -0.1 0.0 -0.1 0.10
H 8.463799 6.893288 -0.869490 0.0 0.0 0.0 0.10
H 9.648220 6.343309 0.262626 0.0 0.0 0.0 0.08
C -0.661933 -5.017657 3.735249 0.4 0.0 0.1 -0.65
O -1.380934 -5.222179 2.763347 -0.2 0.0 0.2 0.01
N -0.241754 -6.033418 4.542466 -0.3 0.0 0.1 0.16
N -0.242598 -3.764869 4.047817 -0.1 -0.2 0.0 0.19
H 0.358553 -5.912157 5.337745 0.1 0.0 -0.1 0.11
H -0.547639 -6.958210 4.294450 0.2 -0.1 -0.1 0.10
H -0.551316 -3.049185 3.420561 0.2 0.4 0.1 0.07
H 0.342250 -3.526828 4.825835 0.0 -0.1 0.0 0.11
C 1.449789 -9.102727 2.767372 -0.1 0.2 -0.3 -0.67
O 1.791757 -9.836294 3.683436 0.1 -0.1 0.3 0.00
N 2.346573 -8.423419 1.996466 0.1 0.0 0.1 0.16
N 0.141774 -8.900441 2.440998 -0.2 0.1 0.2 0.17
H 2.081509 -7.817721 1.240799 -0.2 0.0 -0.1 0.09
H 3.318185 -8.547954 2.206190 0.0 0.0 0.0 0.10
H -0.548269 -9.387568 2.981525 0.0 -0.1 -0.1 0.11
H -0.157343 -8.299224 1.692810 0.1 0.1 -0.2 0.09
C 6.940580 -0.677034 -2.079387 -0.1 -0.1 0.0 -0.68
O 7.405531 0.441092 -1.963817 0.1 0.0 0.1 0.02
N 7.694533 -1.811124 -1.896906 0.1 0.0 0.0 0.14
N 5.632063 -0.903075 -2.399039 0.0 0.1 0.0 0.16
H 7.331626 -2.739899 -1.987576 0.0 0.0 0.0 0.09
H 8.659553 -1.684813 -1.660944 0.0 0.0 0.0 0.09
H 5.049161 -0.097577 -2.539122 0.0 0.0 0.0 0.10
H 5.232191 -1.815788 -2.498075 0.0 0.0 0.0 0.09
C 1.790906 -13.484893 5.172239 0.1 0.2 0.1 -0.69
O 1.067595 -13.668244 4.209976 0.0 -0.1 0.0 0.02
N 2.219800 -14.522796 5.967260 0.0 -0.1 0.0 0.13
N 2.236117 -12.251363 5.546129 -0.1 0.0 -0.1 0.16
H 2.813722 -14.402676 6.764051 0.0 0.0 0.0 0.08
H 1.911788 -15.443659 5.722020 0.0 0.0 0.0 0.09
H 1.949264 -11.457757 4.993922 0.0 0.1 -0.2 0.06
H 2.829462 -12.099518 6.337917 0.0 -0.1 0.0 0.09
C -7.355521 4.654961 0.725654 0.1 0.0 -0.2 -0.70
O -6.916712 4.035907 1.678870 -0.2 0.0 0.1 0.02
N -6.553928 5.257075 -0.197063 0.2 0.1 0.1 0.16
N -8.705356 4.800260 0.503673 -0.1 0.1 0.1 0.14
H -6.903204 5.769878 -0.984462 0.0 0.0 0.0 0.09
H -5.557119 5.172355 -0.070645 0.0 -0.1 -0.1 0.10
H -9.325516 4.367597 1.160429 0.0 0.0 0.0 0.09
H -9.089676 5.306985 -0.272230 0.0 0.0 0.0 0.09
C 1.573863 4.084347 -5.413759 -0.5 0.0 0.4 -0.68
O 2.696279 3.742062 -5.081402 0.2 0.0 -0.1 0.01
N 0.529431 4.132736 -4.537906 0.4 0.0 -0.2 0.18
N 1.271538 4.446723 -6.704455 0.1 0.0 -0.1 0.14
H -0.400112 4.407029 -4.791440 -0.1 -0.1 0.1 0.10
H 0.708526 3.869791 -3.585014 -0.2 0.0 0.1 0.08
H 2.016829 4.420156 -7.372890 0.0 0.0 0.0 0.09
H 0.358093 4.729623 -7.001098 0.0 0.0 0.1 0.08
C -8.117325 9.179250 -0.699358 0.1 0.0 0.1 -0.69
O -9.052321 8.669347 -1.294739 0.0 0.0 0.0 0.01
N -7.615120 8.655977 0.456161 -0.1 0.0 0.0 0.15
N -7.495848 10.314567 -1.145896 -0.1 0.0 0.0 0.14
H -6.845611 9.050069 0.961743 0.1 0.0 0.0 0.10
H -8.048271 7.819559 0.803401 0.1 0.0 0.0 0.09
H -7.840335 10.720656 -1.994445 0.0 0.0 0.0 0.10
H -6.725075 10.747312 -0.675398 0.0 0.0 0.0 0.09
C -2.577898 -6.227160 7.984769 -0.1 0.0 0.0 -0.69
O -1.613246 -6.736985 8.529087 0.0 0.0 0.0 0.02
N -3.761652 -6.014065 8.640638 0.0 0.0 0.1 0.14
N -2.553635 -5.827316 6.679398 0.1 0.0 0.1 0.16
H -4.565710 -5.596915 8.213636 0.0 0.0 0.0 0.09
H -3.810176 -6.296902 9.600517 0.0 0.0 0.0 0.10
H -1.696432 -5.972021 6.171383 -0.2 0.0 0.0 0.05
H -3.331995 -5.404393 6.210796 0.0 0.0 0.0 0.10
```
Forces are in eV/Å.

## Properties
Largest force on an atom, eV/A: 1.823
Orbital gap, Eh: 0.2621
Multiplicity: 1
Total charge: -1